C64H78AsBN11O7RbS4 | ωB97M-V/def2-TZVPD

Properties
- charge = -2
- HOMO-LUMO gap (eV) = 5.2381

Each line ends with the Mulliken charge.
Atoms and positions in Å:
Rb: -0.9553 0.4916 -0.8182  1.63
C: 2.2952 7.3241 -1.3821  -1.80
C: 1.3495 6.3377 -0.6921  1.60
C: 1.3616 6.5631 0.8277  -1.79
C: -0.0727 6.5803 -1.1864  -1.99
N: 1.8710 4.9638 -0.9579  0.84
C: 2.9695 4.5059 -0.2329  -1.11
C: 3.2900 3.2944 -0.6967  -0.73
N: 2.4026 2.9725 -1.7138  0.37
B: 2.3340 1.5833 -2.4121  0.64
N: 2.6273 1.7216 -3.9397  0.47
C: 2.7803 2.8945 -4.6578  -0.88
C: 2.5282 2.6423 -5.9463  -0.73
N: 2.1416 1.2987 -6.0448  0.45
C: 2.2735 0.7135 -4.8076  0.09
S: 2.2141 -0.9227 -4.3943  -0.46
C: 1.5460 0.7518 -7.2944  1.52
C: 0.8645 1.9039 -8.0462  -1.93
C: 2.6716 0.1541 -8.1398  -1.66
C: 0.4672 -0.2980 -7.0293  -1.98
N: 3.4852 0.7120 -1.8224  0.92
C: 4.7974 0.8679 -2.1928  -1.00
C: 5.5273 -0.0448 -1.5279  -0.91
N: 4.6594 -0.7724 -0.7289  0.77
C: 3.4040 -0.3027 -0.9481  -1.59
S: 1.8477 -0.8779 -0.3784  0.65
C: 5.1383 -1.7762 0.2802  1.85
C: 5.0662 -3.1778 -0.3294  -1.50
C: 4.3143 -1.6665 1.5666  -1.56
C: 6.5987 -1.4482 0.6086  -2.16
C: 1.4933 3.9910 -1.8619  -0.05
S: 0.2765 4.0125 -3.0270  -0.34
H: 1.9737 8.3495 -1.1779  0.45
H: 2.2812 7.1596 -2.4626  0.32
H: 3.3206 7.2007 -1.0217  0.33
H: 0.7740 7.4500 1.0668  0.53
H: 2.3707 6.7198 1.2166  0.39
H: 0.9103 5.7119 1.3401  0.37
H: -0.4306 7.5122 -0.7392  0.55
H: -0.7299 5.7729 -0.8853  0.37
H: -0.1180 6.6580 -2.2681  0.39
H: 3.4448 5.0883 0.5348  0.50
H: 4.0842 2.6369 -0.3867  0.63
H: 1.2747 1.0559 -2.2271  -0.58
H: 3.0742 3.8175 -4.1877  0.70
H: 2.5603 3.3068 -6.7899  0.43
H: 1.5830 2.6023 -8.4801  0.42
H: 0.2006 2.4526 -7.3751  0.41
H: 0.2704 1.4898 -8.8616  0.47
H: 3.4254 0.9136 -8.3654  0.35
H: 2.2744 -0.2375 -9.0812  0.42
H: 3.1481 -0.6603 -7.5893  0.30
H: -0.2895 0.0965 -6.3455  0.48
H: 0.8749 -1.2017 -6.5908  0.42
H: -0.0098 -0.5404 -7.9831  0.55
H: 5.0975 1.6053 -2.9191  0.59
H: 6.5785 -0.2566 -1.5846  0.49
H: 4.0334 -3.5459 -0.3185  0.16
H: 5.6838 -3.8577 0.2671  0.41
H: 5.4511 -3.1627 -1.3547  0.33
H: 3.3464 -2.1626 1.4595  -0.03
H: 4.1637 -0.6202 1.8498  0.19
H: 4.8555 -2.1647 2.3749  0.65
H: 7.2715 -1.7034 -0.2161  0.44
H: 6.8930 -2.0473 1.4693  0.50
H: 6.7309 -0.3936 0.8659  0.43
O: -2.6350 0.7487 -3.8897  -0.06
C: -3.9843 0.3745 -3.9772  -1.13
C: -4.5197 -0.4375 -2.8108  0.81
C: -5.6961 -1.1645 -2.9788  -0.93
C: -6.1974 -1.8872 -1.9116  -0.59
C: -5.5104 -1.8647 -0.7066  -1.01
C: -4.3519 -1.1104 -0.6280  -0.33
N: -3.8637 -0.4074 -1.6562  0.57
H: -2.5370 1.3718 -3.1539  0.14
H: -4.0844 -0.2283 -4.8812  0.36
H: -4.6330 1.2505 -4.0985  0.35
H: -6.1988 -1.1632 -3.9411  0.45
H: -7.1062 -2.4672 -2.0186  0.39
H: -5.8566 -2.4164 0.1568  0.56
H: -3.7898 -1.0625 0.2995  0.48
O: -2.8612 2.6079 -1.5356  -0.35
C: -3.3387 3.5156 -0.8802  -1.49
C: -2.9273 3.9715 0.4343  1.94
C: -3.7587 4.8752 1.0699  0.08
C: -3.5010 5.3115 2.3548  -1.27
C: -2.3860 4.7878 3.0639  -0.19
C: -1.5380 3.9193 2.4620  -0.70
C: -1.7054 3.5009 1.0805  -0.14
O: -0.8485 2.8111 0.4991  -0.39
N: -4.3687 6.2648 2.9698  1.03
O: -4.1188 6.6419 4.1111  -0.70
O: -5.3342 6.6923 2.3387  -0.70
H: -4.2136 4.0701 -1.2842  0.16
H: -4.6399 5.2479 0.5592  0.50
H: -2.2410 5.0939 4.0906  0.51
H: -0.6948 3.4958 2.9976  0.40
O: 1.8721 -2.4885 -0.6718  -0.51
O: 2.0318 -3.4406 0.4301  -0.67
C: 1.6485 1.3377 7.9165  -1.68
C: 1.2164 0.5544 6.7025  0.99
C: 0.6036 -0.6779 6.8128  -0.84
C: 0.2051 -1.4166 5.6924  1.79
C: -0.4950 -2.7259 5.9852  -2.09
C: 0.4369 -0.9212 4.4001  -0.59
As: 0.1544 -1.7818 2.5796  1.79
N: -1.2161 -0.8222 1.9161  0.82
C: -2.2812 -0.3362 2.6005  0.57
C: -2.7415 -0.7581 3.8774  -0.98
C: -3.9118 -0.2633 4.4341  -0.97
C: -4.6894 0.6841 3.7723  -1.28
C: -4.2470 1.1386 2.5306  -0.84
C: -3.0802 0.6533 1.9680  1.04
C: -0.4746 -3.6518 2.9665  0.24
C: -1.7151 -4.2176 2.6302  0.99
C: -2.8714 -3.4485 2.0274  -0.53
C: -1.9228 -5.5886 2.8409  -1.23
C: -0.9388 -6.4241 3.3407  0.78
C: -1.1962 -7.8920 3.5760  -1.69
C: 0.3094 -5.8678 3.5966  -1.28
C: 0.5561 -4.5177 3.3973  1.28
C: 1.9644 -4.0023 3.5903  -1.55
C: 1.0543 0.3497 4.2826  0.31
C: 1.3377 0.9977 2.9441  -0.66
C: 1.4230 1.0561 5.4217  -0.75
H: 1.2719 0.8811 8.8339  0.36
H: 1.2805 2.3655 7.8703  0.35
H: 2.7393 1.3836 7.9837  0.30
H: 0.4039 -1.0825 7.8031  0.27
H: -1.0695 -2.6401 6.9109  0.47
H: 0.2241 -3.5406 6.1192  0.39
H: -1.1683 -3.0234 5.1883  0.25
H: -2.1664 -1.5005 4.4140  0.77
H: -4.2342 -0.6355 5.4024  0.40
H: -5.5992 1.0716 4.2168  0.33
H: -4.8134 1.8997 2.0010  0.48
H: -2.7406 1.0263 1.0091  -0.76
H: -2.5194 -2.6359 1.3975  -1.04
H: -3.4984 -2.9978 2.8009  0.37
H: -3.4948 -4.1224 1.4321  0.58
H: -2.8981 -6.0059 2.5963  0.32
H: -2.1807 -8.1799 3.2020  0.38
H: -1.1595 -8.1341 4.6421  0.32
H: -0.4464 -8.5100 3.0745  0.36
H: 1.1185 -6.5083 3.9421  0.33
H: 2.6181 -4.7910 3.9700  0.54
H: 2.0058 -3.1549 4.2802  0.20
H: 2.3425 -3.6558 2.6203  -0.25
H: 1.9974 0.3773 2.3334  -0.58
H: 1.8128 1.9713 3.0838  0.58
H: 0.4220 1.1397 2.3685  -0.42
H: 1.8826 2.0345 5.3038  0.34
N: -2.0975 -7.1464 -1.9304  -0.20
C: -2.1602 -6.3503 -3.0023  0.34
S: -2.6300 -6.9745 -4.4690  -0.44
C: -1.7855 -4.9268 -2.7684  1.12
C: -1.9549 -3.9630 -3.7614  -0.77
C: -1.6258 -2.6454 -3.4877  -0.76
N: -1.1674 -2.2427 -2.3035  0.76
C: -0.9791 -3.1647 -1.3631  -0.87
C: -1.2641 -4.5062 -1.5498  -1.04
H: -2.3801 -8.1025 -2.0447  0.19
H: -1.9191 -6.7845 -1.0090  0.15
H: -2.3496 -4.2524 -4.7245  0.41
H: -1.7441 -1.8699 -4.2400  0.40
H: -0.5646 -2.8304 -0.4156  0.47
H: -1.0422 -5.1839 -0.7342  0.38